[1]
{"formula": "C17H23GaN6STe", "method": "ωB97M-V/def2-TZVPD", "species": ["H", "C", "H", "N", "C", "H", "H", "C", "N", "H", "Te", "H", "H", "S", "C", "H", "C", "N", "C", "C", "H", "H", "C", "N", "C", "C", "H", "H", "H", "H", "C", "N", "H", "C", "H", "H", "C", "C", "H", "H", "H", "Ga", "C", "H", "H", "N", "C", "H", "C"], "positions_angstrom": [[-0.306194, 5.299566, 1.597930], [-0.363313, 1.700094, -3.693069], [1.657023, 2.013383, -2.969136], [0.905389, 0.356949, -2.057739], [-1.037420, -2.676272, -0.852261], [-2.043830, -1.067361, -2.764136], [1.251621, 2.643779, -0.011028], [-0.795485, 2.596888, 2.608975], [0.595366, 2.175089, 0.582933], [-0.079503, -4.139452, -2.034680], [3.945368, 1.876927, -1.213604], [-1.311637, 3.397575, 3.043665], [-2.170386, 0.686786, -4.236583], [3.326133, -1.183657, 1.410242], [-2.114660, -2.329986, -0.114017], [1.970404, 2.737333, 2.902069], [-0.369207, 4.402316, 0.985711], [2.474785, -3.547548, 2.238071], [-3.112498, -4.499886, -0.521095], [0.052044, -1.688974, -1.114092], [1.143066, 4.254481, 3.139214], [-4.006107, -5.060627, -0.452937], [-1.367226, 0.723033, -3.564558], [1.162622, -1.654885, -0.418610], [0.757724, 1.407268, -2.861151], [-1.941929, -4.861875, -1.231520], [-1.476561, 1.870944, 2.163241], [1.847464, -4.334680, 2.117996], [3.421815, -3.708756, 2.604292], [2.288700, 3.956779, 1.666199], [-1.229244, -0.387371, -2.791157], [1.278692, -2.744370, 0.499236], [-0.343705, 2.126584, 3.504897], [-0.967974, -3.925023, -1.416890], [-3.980226, -3.078678, 0.823750], [0.071849, 4.642737, 0.028248], [1.525463, 3.574432, 2.413168], [0.291212, 3.159391, 1.635622], [-2.236734, -1.379957, 0.341344], [0.454885, 0.288373, 1.369279], [-1.365937, 3.962735, 0.754776], [2.551745, 0.053674, -0.497088], [-3.147060, -3.269629, 0.126005], [-0.476357, 2.572283, -4.288166], [-1.897173, -5.835893, -1.655039], [1.179180, 0.953339, 1.050687], [-0.094004, -0.544120, -2.060654], [1.850922, 1.006112, 1.802378], [2.230899, -2.519848, 1.409281]], "forces_ev_per_angstrom": [[-0.5, -0.2, 0.2], [0.0, -2.8, 2.5], [-0.1, 0.1, 0.5], [-1.2, -0.2, -0.8], [1.0, 0.9, -0.9], [-0.3, -0.8, 0.1], [0.9, -0.3, -0.7], [1.9, -1.3, 0.3], [-1.0, -0.1, 0.9], [-0.5, -0.1, 0.4], [0.5, 0.2, -0.1], [-1.1, 1.3, 0.3], [-1.4, 0.6, -0.7], [0.3, -0.1, 0.3], [-2.0, -0.9, 1.4], [0.4, -0.6, 0.6], [-0.3, -1.9, -0.8], [0.3, -0.6, 0.9], [1.4, 1.2, 0.3], [1.7, 0.9, 0.9], [0.5, 0.9, 0.6], [-0.4, -1.2, 0.1], [1.2, 1.4, -1.4], [-1.6, -2.0, 0.3], [0.4, 1.1, -1.3], [-2.0, 0.4, 0.4], [0.0, 0.2, -0.2], [0.4, 0.0, 0.1], [-1.0, 0.3, -0.3], [-0.8, 0.1, 1.2], [-0.1, 0.0, 0.2], [0.5, 2.0, -0.1], [0.0, -0.2, -0.5], [1.6, -0.8, -0.9], [0.5, 0.3, -0.7], [0.4, 0.1, -0.3], [0.4, 0.0, -1.9], [-0.8, -0.1, 0.8], [0.3, 0.9, 0.3], [0.3, 0.6, -0.4], [0.2, 1.3, 0.1], [-0.8, -0.2, 0.7], [0.2, 0.1, -0.3], [0.3, 0.4, -0.4], [0.2, -0.6, -0.5], [-0.7, -0.4, -0.9], [0.5, -0.6, 1.5], [0.3, 0.5, 0.3], [0.2, -0.2, -2.1]], "charge": 0, "orbital_gap_ha": 0.2103, "spin_multiplicity": 1, "e_homo_ev": -6.5}

[2]
{"formula": "C17H23IrN8", "method": "ωB97M-V/def2-TZVPD", "species": ["C", "C", "H", "N", "C", "H", "C", "C", "H", "N", "H", "N", "C", "H", "H", "H", "H", "C", "C", "H", "H", "H", "C", "H", "N", "C", "H", "C", "H", "C", "H", "N", "C", "N", "H", "C", "H", "H", "N", "C", "H", "H", "C", "Ir", "H", "H", "H", "N", "C"], "positions_angstrom": [[-0.587422, -0.810853, 2.327165], [-2.149077, -0.648103, -0.977565], [-3.240956, 0.813240, -3.209819], [2.496371, 0.763814, 0.319571], [2.651670, 2.228650, 0.055969], [2.661406, 1.472806, 2.297002], [-2.384364, 0.161661, -3.402999], [0.279016, 2.748213, -1.712247], [3.815198, 0.210551, 1.917094], [-1.380607, -0.474750, 0.104693], [3.499025, 2.629300, 0.614071], [-0.357453, 0.475298, -2.002514], [-1.709918, -0.895012, 1.341340], [-0.628395, 2.600884, 0.149314], [-0.528654, 1.919054, -3.540941], [1.225203, 3.259511, -1.859435], [-0.194259, -0.742622, 4.422341], [-3.391959, -1.247382, -0.841950], [-3.792884, -1.646298, 0.429136], [3.191494, 0.277221, -0.240061], [2.157514, -1.518277, 2.216434], [-1.745944, -1.467014, 4.011514], [0.155049, 1.614654, -2.753564], [-0.500908, 3.497147, -1.836555], [0.241656, 2.270753, -0.260281], [1.371934, 2.918137, 0.476763], [-4.035343, -1.395881, -1.698485], [1.372796, -2.848071, -0.644057], [2.869353, 2.364301, -1.002674], [1.842293, -0.494294, 2.437002], [-4.764095, -2.104111, 0.565298], [1.010340, -1.768994, -0.451939], [-1.549887, 0.005984, -2.182421], [1.139555, -5.981417, -2.011695], [-3.268317, -1.816498, 2.507033], [1.504031, -5.000038, -1.450600], [-2.788878, -0.817882, -3.670138], [1.184874, 2.803261, 1.544209], [0.514029, -0.333862, 1.848219], [-2.954067, -1.479423, 1.529440], [1.115456, 1.371166, -3.204610], [-0.254857, -2.368873, 3.740580], [-0.709858, -1.374393, 3.699256], [0.468993, 0.178517, -0.116420], [1.845134, -0.374021, 3.520471], [-1.828223, 0.532727, -4.257348], [1.410177, 3.984709, 0.251978], [1.946656, -4.009150, -0.791797], [2.777108, 0.515664, 1.794241]], "forces_ev_per_angstrom": [[0.0, 0.0, 0.1], [0.1, 0.1, 0.1], [0.0, 0.0, 0.0], [-0.1, 0.1, -0.1], [0.1, 0.0, 0.1], [0.0, 0.0, 0.0], [0.0, 0.0, 0.0], [0.0, 0.0, 0.0], [0.0, 0.0, 0.0], [-0.1, 0.0, -0.1], [0.0, 0.0, 0.0], [-0.2, 0.0, -0.1], [-0.1, 0.0, -0.1], [0.0, 0.0, 0.0], [0.1, 0.0, -0.1], [-0.1, 0.1, 0.0], [0.0, 0.0, 0.0], [0.0, 0.0, 0.0], [0.0, 0.0, 0.0], [0.0, -0.1, 0.1], [0.0, 0.0, 0.0], [0.0, 0.0, 0.0], [0.0, 0.0, 0.1], [-0.1, -0.1, 0.0], [0.1, 0.0, 0.1], [0.1, 0.0, 0.0], [0.0, 0.0, 0.0], [0.1, -0.2, -0.2], [0.0, 0.0, 0.0], [0.0, -0.1, 0.0], [0.0, 0.0, 0.0], [-0.1, 0.1, 0.3], [0.0, 0.0, 0.0], [0.1, 0.1, 0.0], [0.0, 0.0, 0.0], [-0.2, -0.2, -0.1], [0.0, 0.0, 0.0], [0.0, 0.0, 0.0], [-0.1, 0.1, 0.0], [0.0, 0.0, 0.0], [0.0, -0.1, 0.1], [0.0, 0.0, 0.0], [0.0, 0.0, 0.0], [0.3, -0.3, -0.2], [0.0, 0.0, 0.0], [0.0, 0.0, 0.0], [0.0, 0.0, 0.0], [0.1, 0.3, 0.2], [0.0, 0.1, -0.1]], "charge": 3, "orbital_gap_ha": [0.3156, 0.2376], "spin_multiplicity": 2, "s2": 0.7770, "e_homo_ev": [-19.0, -19.0]}

[3]
{"formula": "C17H23N2O", "method": "ωB97M-V/def2-TZVPD", "species": ["C", "H", "C", "H", "N", "H", "H", "C", "H", "H", "H", "C", "H", "H", "C", "H", "C", "C", "C", "C", "C", "H", "H", "C", "C", "C", "C", "H", "H", "H", "H", "H", "N", "C", "H", "H", "H", "O", "C", "H", "C", "H", "H"], "positions_angstrom": [[0.817676, -5.026369, -0.209574], [1.317381, -4.800099, -3.540746], [1.266105, 1.423707, 0.107066], [-3.356798, 1.153728, 2.220063], [-2.753908, 1.960508, 2.125279], [0.652301, -5.758682, 0.566142], [-0.902856, 3.392404, 2.919298], [1.805391, -0.866377, 0.607221], [0.729053, -3.372379, 1.139203], [-2.173626, 3.951759, -1.306466], [2.414497, 0.789100, 1.804076], [1.870573, 0.476278, 0.924415], [0.097526, 4.372477, 1.178603], [-1.218874, 0.764010, 2.758161], [1.228616, -3.143515, -2.197338], [0.127346, 1.726070, -1.686615], [1.320015, 2.885444, 0.450431], [1.074581, -2.725255, -0.876895], [0.870614, -3.683646, 0.114201], [0.597845, 1.000714, -1.038657], [1.185725, -4.487913, -2.515854], [1.529866, 3.475029, -0.444977], [0.488101, 2.310619, 2.762709], [0.977833, -5.432364, -1.524197], [0.531694, -0.341530, -1.353338], [-0.404706, 2.680478, 2.259920], [-3.075024, 2.487956, -0.345221], [-2.858748, 3.866952, 1.303222], [-2.910361, 1.411964, -0.441584], [2.102204, 3.074296, 1.188586], [0.000587, -0.656837, -2.238252], [-0.730328, 3.223623, 0.263582], [0.016507, 3.367696, 1.007436], [1.134281, -1.298557, -0.535815], [-1.138141, 1.067369, 1.021575], [-3.949480, 2.751265, -0.939708], [2.300742, -1.587828, 1.237948], [-1.912534, 3.125037, -0.886703], [-3.290009, 2.872348, 1.135333], [1.413588, -2.413486, -2.971699], [-1.375642, 1.525835, 1.993190], [-4.358784, 2.951888, 1.333488], [0.942357, -6.481351, -1.774650]], "forces_ev_per_angstrom": [[0.0, -0.1, 0.0], [0.0, 0.0, -0.1], [0.0, 0.0, 0.0], [0.0, 0.0, 0.0], [-0.1, -0.2, 0.2], [0.0, -0.1, 0.1], [0.1, 0.1, -0.1], [-0.1, -0.1, -0.1], [0.0, 0.0, 0.1], [0.0, 0.0, 0.0], [0.1, 0.0, 0.1], [-0.1, 0.2, 0.0], [-0.1, -0.1, -0.1], [0.1, 0.0, -0.1], [0.0, 0.1, 0.1], [-0.1, 0.1, -0.1], [0.5, -0.3, -0.3], [0.0, -0.4, -0.1], [0.0, 0.1, -0.1], [0.1, 0.1, 0.0], [0.0, -0.1, -0.1], [-0.1, 0.1, 0.1], [0.0, 0.1, -0.1], [0.0, 0.0, 0.0], [0.0, 0.0, 0.1], [-0.3, -0.5, 0.5], [-0.3, -0.1, 0.5], [-0.1, 0.1, -0.1], [-0.1, 0.1, 0.0], [-0.2, 0.1, 0.0], [-0.1, 0.0, -0.1], [0.4, 0.3, 0.3], [-0.1, 0.2, -0.2], [0.0, 0.3, 0.1], [0.0, 0.0, 0.1], [0.0, 0.0, 0.0], [0.1, -0.1, 0.1], [0.2, 0.2, -0.3], [0.0, -0.2, -0.3], [0.0, 0.1, -0.1], [-0.1, 0.1, 0.0], [0.0, 0.1, 0.0], [0.0, -0.1, 0.0]], "charge": 1, "orbital_gap_ha": 0.3081, "spin_multiplicity": 1, "e_homo_ev": -11.2}

What are the maximum force values for these records? In order: 3.8; 0.4; 0.8 eV/A.